The following is a DFT calculation (wB97M-V/def2-TZVPD) of a 7-piece molecular cluster, C63H133N7O7 overall.

Values from the calculation:
* E_HOMO: -7.60 eV
* energy above the lowest of the compared OMol25 structures with the same formula, charge and spin: 239.6 kcal per mole
* HOMO-LUMO gap: 8.02 eV
* DFT total energy: -92234.00901 eV

Last column: Löwdin charge in e.
Element x y z (Å)
C1 -8.8777 -6.2703 8.3065  -0.05
C2 -9.9215 -6.2536 9.4134  -0.46
C3 -10.2392 -4.8056 9.6768  -0.05
C4 -11.2193 -6.9858 8.9325  -0.13
C5 -12.2238 -7.4421 9.9999  -0.20
C6 -11.5595 -8.0627 11.1711  -0.15
C7 -10.3353 -7.2338 11.7333  -0.46
C8 -10.9852 -6.0491 12.5039  -0.03
C9 -9.4903 -8.0787 12.7727  -0.03
N1 -9.3910 -6.9074 10.6726  -0.13
O1 -8.1978 -6.3287 11.0926  -0.02
H1 -8.8966 -7.1581 7.6744  0.07
H2 -8.9933 -5.5784 7.4722  0.08
H3 -7.8315 -6.1561 8.5903  0.08
H4 -11.2667 -4.5906 9.9705  0.07
H5 -9.5109 -4.4670 10.4136  0.09
H6 -10.1503 -4.1518 8.8092  0.08
H7 -11.8523 -6.4809 8.2028  0.12
H8 -10.9785 -7.7856 8.2322  0.10
H9 -12.6721 -6.5070 10.3355  0.10
H10 -12.8504 -8.1719 9.4870  0.12
H11 -11.5511 -9.1454 11.0457  0.12
H12 -12.2993 -7.9633 11.9654  0.10
H13 -10.2256 -5.4234 12.9726  0.09
H14 -11.5331 -6.5457 13.3047  0.08
H15 -11.6773 -5.4756 11.8873  0.06
H16 -8.7718 -7.5129 13.3657  0.07
H17 -8.9513 -8.8911 12.2853  0.08
H18 -10.1533 -8.5266 13.5130  0.07
H19 -7.5293 -6.8475 10.6392  0.10
C10 -5.3344 -0.4840 -7.7075  -0.05
C11 -5.2999 0.4569 -8.9366  -0.49
C12 -4.8227 1.8951 -8.5594  -0.01
C13 -4.2560 -0.2512 -9.8916  -0.14
C14 -4.2117 0.1876 -11.3905  -0.13
C15 -5.7344 -0.0230 -11.7826  -0.19
C16 -6.7625 0.7329 -11.0145  -0.46
C17 -6.5700 2.2818 -11.1852  -0.01
C18 -8.0742 0.1620 -11.7071  -0.02
N2 -6.5524 0.2887 -9.5949  -0.18
O2 -7.5973 0.6044 -8.8203  0.01
H20 -5.6988 -1.4896 -7.9175  0.09
H21 -4.3270 -0.6498 -7.3258  0.08
H22 -5.7279 -0.1059 -6.7639  0.08
H23 -4.2831 1.9478 -7.6139  0.08
H24 -4.0583 2.2010 -9.2737  0.07
H25 -5.6592 2.5925 -8.5149  0.08
H26 -3.2509 -0.0112 -9.5447  0.11
H27 -4.4426 -1.3251 -9.8906  0.11
H28 -3.9320 1.2259 -11.5689  0.09
H29 -3.5500 -0.4779 -11.9447  0.10
H30 -6.0126 -1.0754 -11.7274  0.11
H31 -5.7418 0.2256 -12.8438  0.11
H32 -5.5493 2.6162 -10.9995  0.06
H33 -7.3303 2.7564 -10.5649  0.09
H34 -6.6429 2.5556 -12.2377  0.08
H35 -7.9917 0.4300 -12.7604  0.08
H36 -8.9725 0.5040 -11.1931  0.07
H37 -8.1189 -0.9269 -11.7261  0.08
H38 -7.8855 -0.2919 -8.6328  0.11
C19 2.9642 -0.2197 -6.7146  -0.05
C20 4.4017 -0.2853 -7.1864  -0.48
C21 5.0150 1.0984 -7.0201  -0.05
C22 5.2318 -1.3229 -6.2835  -0.13
C23 5.2564 -2.8442 -6.5093  -0.13
C24 5.5592 -3.0068 -8.0903  -0.14
C25 4.6382 -2.2261 -8.9726  -0.47
C26 5.3461 -2.4480 -10.3709  -0.05
C27 3.1466 -2.6878 -9.1337  -0.03
N3 4.6453 -0.7699 -8.5853  -0.11
O3 4.2957 0.0839 -9.6635  -0.01
H39 2.4674 0.5490 -7.3067  0.08
H40 2.4168 -1.1587 -6.7971  0.07
H41 2.8963 0.1520 -5.6922  0.09
H42 4.4461 1.8389 -7.5823  0.08
H43 4.9417 1.4455 -5.9894  0.09
H44 6.0290 1.2439 -7.3925  0.09
H45 6.2188 -0.9392 -6.0250  0.11
H46 4.6976 -1.3363 -5.3335  0.10
H47 5.9000 -3.4379 -5.8601  0.10
H48 4.2329 -3.1945 -6.3765  0.10
H49 5.3546 -4.0450 -8.3515  0.11
H50 6.5729 -2.6749 -8.3150  0.12
H51 6.2433 -1.9242 -10.7006  0.09
H52 4.6971 -2.1869 -11.2068  0.07
H53 5.5137 -3.5219 -10.4539  0.08
H54 2.4821 -2.5261 -8.2849  0.06
H55 2.9800 -3.7403 -9.3632  0.08
H56 2.5320 -2.2528 -9.9218  0.07
H57 3.4171 -0.2305 -9.8886  0.08
C28 -2.7865 -0.6569 5.6935  -0.05
C29 -1.9555 0.1919 4.7708  -0.50
C30 -2.5214 1.6761 4.8064  -0.01
C31 -0.5241 0.2151 5.3163  -0.16
C32 0.5054 0.9649 4.5034  -0.20
C33 0.4520 0.4900 3.0640  -0.13
C34 -0.9641 0.2055 2.4282  -0.48
C35 -1.4052 1.4178 1.7153  -0.06
C36 -0.7067 -0.9524 1.3533  -0.04
N4 -1.9123 -0.3688 3.3968  -0.11
O4 -3.2049 -0.5080 2.8740  -0.01
H58 -2.6799 -0.2817 6.7113  0.08
H59 -3.8372 -0.7129 5.4089  0.08
H60 -2.4422 -1.6763 5.8680  0.08
H61 -1.8193 2.3424 4.3053  0.05
H62 -3.5034 1.6747 4.3334  0.08
H63 -2.5789 1.9335 5.8640  0.08
H64 -0.3390 0.4578 6.3627  0.12
H65 -0.2439 -0.8363 5.2532  0.12
H66 0.2329 2.0194 4.5471  0.10
H67 1.5177 0.8318 4.8848  0.12
H68 1.0715 -0.4032 2.9833  0.11
H69 1.1163 1.1885 2.5551  0.12
H70 -0.7561 1.5745 0.8538  0.09
H71 -1.3703 2.3828 2.2209  0.08
H72 -2.3849 1.2393 1.2722  0.09
H73 -1.5727 -1.1539 0.7228  0.07
H74 -0.1856 -1.8263 1.7445  0.08
H75 -0.0129 -0.6917 0.5541  0.07
H76 -3.2650 -1.4514 2.7067  0.11
C37 6.2184 -11.1709 -2.5764  -0.05
C38 4.7258 -11.5364 -2.3970  -0.45
C39 4.7969 -12.7284 -1.4156  -0.05
C40 3.8460 -10.3677 -1.7211  -0.10
C41 3.3599 -9.2146 -2.6454  -0.21
C42 2.8039 -9.8982 -3.8506  -0.16
C43 3.5042 -11.0683 -4.5837  -0.50
C44 2.4618 -11.7310 -5.4950  -0.02
C45 4.5349 -10.3886 -5.4576  -0.04
N5 4.1150 -12.0386 -3.6481  -0.12
O5 4.7442 -13.1271 -4.2315  0.00
H77 6.7846 -10.9691 -1.6672  0.08
H78 6.7713 -11.9910 -3.0345  0.08
H79 6.3851 -10.2217 -3.0856  0.07
H80 3.7978 -12.9147 -1.0217  0.08
H81 5.1922 -13.6336 -1.8766  0.08
H82 5.4107 -12.4946 -0.5457  0.08
H83 2.8548 -10.5791 -1.3200  0.11
H84 4.4353 -9.8803 -0.9444  0.11
H85 2.5893 -8.6495 -2.1212  0.11
H86 4.1579 -8.4811 -2.7604  0.10
H87 2.5292 -9.0676 -4.5007  0.12
H88 1.8798 -10.3068 -3.4418  0.12
H89 2.6170 -11.3823 -6.5160  0.08
H90 1.4087 -11.7485 -5.2146  0.08
H91 2.7423 -12.7678 -5.6809  0.08
H92 4.9817 -11.1341 -6.1154  0.09
H93 5.3370 -10.0711 -4.7913  0.06
H94 4.1151 -9.5080 -5.9438  0.09
H95 5.5800 -12.8468 -4.6116  0.09
C46 4.4179 5.3553 11.2354  -0.05
C47 5.8314 5.8179 11.0066  -0.53
C48 6.7179 4.6483 11.1833  -0.05
C49 5.9385 6.4294 9.6023  -0.12
C50 7.2151 7.2332 9.3515  -0.18
C51 7.4698 8.2055 10.4602  -0.17
C52 7.3386 7.7523 11.8666  -0.44
C53 8.6760 7.0740 12.4855  -0.01
C54 7.0716 8.9834 12.8104  -0.05
N6 6.2147 6.8065 12.0262  -0.16
O6 5.8269 6.5230 13.2935  0.00
H96 3.5852 6.0446 11.0958  0.09
H97 4.2231 4.4534 10.6551  0.09
H98 4.3228 4.8171 12.1785  0.09
H99 6.3650 3.7541 10.6695  0.09
H100 7.7224 4.8569 10.8150  0.08
H101 6.9020 4.3837 12.2245  0.10
H102 6.0313 5.6263 8.8712  0.12
H103 5.0355 6.8838 9.1947  0.12
H104 8.0795 6.5905 9.1846  0.11
H105 7.0978 7.8282 8.4458  0.11
H106 6.7115 8.9683 10.2837  0.12
H107 8.4521 8.6689 10.3683  0.13
H108 8.7239 7.0924 13.5743  0.07
H109 9.6113 7.4751 12.0951  0.07
H110 8.8039 6.0232 12.2256  0.05
H111 6.0570 9.3550 12.6667  0.07
H112 7.6857 9.8755 12.6874  0.08
H113 6.9728 8.8416 13.8866  0.07
H114 4.8890 6.7173 13.2277  0.10
C55 2.6194 11.3665 -6.6695  -0.05
C56 2.6784 11.6675 -5.0946  -0.46
C57 4.1569 11.4018 -4.8054  -0.04
C58 2.2528 13.1618 -5.0024  -0.13
C59 2.0355 13.6333 -3.5369  -0.16
C60 1.1000 12.6084 -2.7674  -0.14
C61 1.4006 11.1037 -2.9617  -0.52
C62 2.5835 10.9520 -1.9919  -0.04
C63 0.2415 10.3585 -2.4253  -0.07
N7 1.7296 10.7617 -4.3551  -0.08
O7 2.1883 9.4448 -4.5585  -0.01
H115 1.5765 11.2260 -6.9538  0.08
H116 2.9524 12.2156 -7.2665  0.08
H117 3.1793 10.4640 -6.9144  0.08
H118 4.6089 11.6944 -5.7531  0.08
H119 4.5151 12.1016 -4.0504  0.07
H120 4.4436 10.4019 -4.4798  0.08
H121 2.8311 13.8883 -5.5734  0.12
H122 1.2972 13.1577 -5.5267  0.11
H123 2.9642 13.6607 -2.9670  0.09
H124 1.6848 14.6652 -3.5550  0.10
H125 0.2608 12.7615 -3.4460  0.10
H126 0.5513 13.0354 -1.9279  0.12
H127 2.1451 10.6457 -1.0422  0.08
H128 3.0001 11.8914 -1.6287  0.08
H129 3.3214 10.1811 -2.2137  0.08
H130 -0.2608 10.5956 -1.4874  0.10
H131 0.4098 9.2818 -2.4083  0.08
H132 -0.5307 10.1913 -3.1763  0.09
H133 1.4551 8.8394 -4.4263  0.10